Entry 1:
DFT (ωB97M-V with the def2-TZVPD basis set) results for C24H28N4O4 in the gas phase.

Values from the calculation:
DFT total energy in eV: -39495.2080
F_max in eV Å⁻¹: 0.64
Total charge: 0
Energy above the lowest of the compared OMol25 structures with the same formula, charge and spin in kJ/mol: 98.0

Geometry as XYZ:
```
60
Properties=species:S:1:pos:R:3:mulliken_charge:R:1
C 1.601 2.843 -0.625 -1.20
C 3.426 1.165 -0.440 0.51
H -7.385 -2.739 -1.672 0.45
C -4.343 0.079 0.090 1.74
C 3.887 0.179 0.643 1.66
H 5.707 1.303 1.005 0.33
C -3.634 0.434 1.248 -0.64
H -6.715 -1.256 3.319 0.38
H -7.970 0.247 -1.029 0.31
H -7.883 -2.147 -0.093 0.32
H 4.923 -4.060 -0.961 0.46
H -6.385 -3.077 -0.260 0.40
C 4.500 -2.100 -0.258 0.24
C 2.827 -3.805 -0.562 -0.39
O 1.306 2.004 2.146 -0.72
N -0.547 1.946 -0.034 -0.04
C -7.122 0.005 -1.667 -1.27
H -6.556 0.916 -1.845 0.39
C 1.843 -2.925 -0.138 -0.87
H -5.131 -1.648 2.639 0.28
C -2.401 1.046 1.181 -1.17
C -6.229 -1.056 -1.011 0.08
H -6.113 0.576 1.842 0.67
H -1.882 1.301 2.095 0.39
C -1.808 1.331 -0.044 0.44
O 5.814 -1.775 -0.348 -0.51
C -3.731 0.386 -1.134 -0.53
N 2.382 1.864 0.101 0.24
H -0.182 2.128 0.898 0.12
C -7.023 -2.333 -0.730 -1.68
N 3.107 0.624 1.776 -0.08
H 7.208 -0.356 -0.111 0.38
C 2.191 -1.644 0.242 -0.62
C -6.365 -0.383 1.378 -1.01
H 5.619 -0.263 1.839 0.33
H -2.058 1.211 -2.164 0.54
O -0.028 2.138 -2.254 -0.67
H 0.810 -3.234 -0.103 0.44
H -7.503 -0.361 -2.617 0.40
N -5.568 -0.551 0.180 0.38
C 0.242 2.265 -1.080 0.77
C 5.394 0.264 0.909 -1.06
H 2.565 -4.810 -0.856 0.38
H 3.073 0.123 2.647 0.32
H -7.419 -0.333 1.094 0.35
H 2.171 3.122 -1.513 0.43
H 5.858 0.106 -1.188 0.33
H 1.425 -0.960 0.579 0.42
H 1.439 3.714 0.017 0.35
C -6.182 -1.507 2.404 -1.18
C 6.126 -0.400 -0.251 -0.54
H -4.037 0.223 2.225 0.26
C 2.167 1.533 1.440 0.12
C -2.493 0.991 -1.204 -1.08
O 3.881 1.305 -1.544 -0.66
C 4.143 -3.397 -0.624 -0.73
H -4.223 0.172 -2.069 0.20
H -5.439 -1.335 -1.714 0.40
H -6.572 -2.447 2.026 0.33
C 3.515 -1.223 0.202 0.10
```

Entry 2:
DFT (ωB97M-V with the def2-TZVPD basis set) results for a molecular structure, C24H28N5O5PS4W.

Values from the calculation:
Expectation value of S²: 0.803
Multiplicity: 2
DFT total energy in eV: -97489.0953
F_max in eV Å⁻¹: 3.86
Total charge: -1

Geometry as XYZ:
```
68
Properties=species:S:1:pos:R:3:lowdin_spin:R:1
C 6.462 2.187 2.071 0.00
H 2.009 2.281 3.467 0.00
H 2.829 0.601 -3.831 0.00
H 3.381 -1.270 1.592 0.00
C 2.564 -0.335 -4.317 0.00
H 7.182 1.762 2.772 0.00
S -0.744 -2.288 -2.563 -0.01
H 3.140 -3.745 -1.119 0.00
H -0.198 2.332 2.985 0.00
N -0.579 -2.537 0.524 -0.05
O 1.194 -1.742 2.616 0.00
C -4.848 -1.977 2.765 0.00
C 2.813 1.737 2.997 0.00
C -2.893 2.796 0.974 0.00
C 2.584 0.459 2.526 0.00
C -4.621 -1.040 0.567 0.00
H 2.291 -1.055 -3.546 0.00
C -2.709 1.695 0.174 0.00
H -3.963 1.667 -2.620 0.00
C 4.074 2.295 2.868 0.00
S 1.822 -1.447 -0.683 0.00
H -1.902 1.243 -4.835 0.00
H 3.419 -0.715 -4.871 0.00
H -4.093 0.465 -3.897 0.00
C 4.852 0.290 1.809 0.00
N -1.670 0.848 0.338 0.00
C 1.500 -3.097 -0.178 -0.01
C -1.974 3.064 1.990 0.00
C -2.724 -2.178 1.590 0.01
H -1.144 -3.482 2.282 0.01
H -6.424 -0.954 1.732 0.00
H -1.697 2.318 -3.428 0.00
H -4.095 2.194 -4.307 0.00
C 3.598 -0.274 1.942 0.00
H 4.262 3.293 3.244 0.00
H -2.088 3.933 2.621 0.00
W -0.641 -0.800 -0.481 0.67
C -3.545 -2.419 2.709 0.04
N 0.409 -3.463 0.386 -0.01
O 0.222 0.368 -4.581 0.01
O -2.579 -1.267 -0.614 0.07
H 2.187 -4.967 -0.407 0.00
C -0.909 2.190 2.190 0.00
H 1.615 0.633 -6.006 0.00
H -5.046 -0.534 -0.289 0.00
N 0.121 0.082 1.359 0.00
H 6.433 3.264 2.221 0.00
C 5.102 1.582 2.262 0.00
H 6.819 1.982 1.064 0.00
C -3.295 -1.462 0.485 0.04
C -1.436 -2.759 1.526 0.14
H -5.451 -2.187 3.637 0.00
P -0.078 -0.130 -3.014 0.01
C -5.395 -1.284 1.695 0.05
H 1.112 -1.057 -5.743 0.00
N 2.504 -4.010 -0.384 0.00
C -0.797 1.086 1.365 0.01
S 0.486 1.364 -1.587 0.00
O 0.352 0.180 3.888 0.00
H -3.128 -2.979 3.534 0.00
C -3.681 1.438 -3.643 0.00
O -1.677 0.285 -3.032 0.02
C -2.169 1.393 -3.786 0.00
H 5.649 -0.279 1.351 0.00
H -3.399 1.435 -0.618 0.00
C 1.377 -0.118 -5.242 0.00
H -3.752 3.432 0.817 0.00
S 0.978 -0.324 2.690 0.00
```

Entry 3:
DFT (ωB97M-V with the def2-TZVPD basis set) results for a molecular structure, C24H28NO3Pd.

Values from the calculation:
Expectation value of S²: 2.011
Multiplicity: 3
DFT total energy in eV: -36453.5707
F_max in eV Å⁻¹: 2.42
Total charge: -1

Geometry as XYZ:
```
57
Properties=species:S:1:pos:R:3:lowdin_spin:R:1
H -1.868 0.824 -1.774 0.00
H -1.308 -3.232 -3.171 0.00
O -1.605 1.647 0.887 0.09
C -1.169 1.479 2.090 0.00
H 2.470 -1.816 -0.692 0.00
H -3.030 -0.852 0.356 0.00
H 2.222 -0.700 -6.257 0.00
C -0.044 -2.329 0.811 0.09
H -0.470 0.283 -2.744 0.00
C 3.415 0.837 -5.290 0.00
H -0.435 3.590 -4.523 0.00
C -1.222 -2.162 -3.409 0.00
C 2.220 0.225 -5.678 0.00
H 1.119 2.244 -1.613 0.00
C -1.908 -1.304 -2.341 0.00
H 1.574 2.103 1.035 0.00
C 1.387 1.339 -1.072 0.05
H -1.706 -1.976 -4.376 0.00
H 4.372 0.387 -5.557 0.00
H -0.341 2.709 -2.986 0.00
H 2.112 3.582 -3.715 0.00
H -3.636 -2.592 -2.093 0.00
C 0.990 0.801 -5.327 0.00
H -3.829 -1.293 -3.324 0.00
O -0.261 0.632 2.373 0.00
C 2.102 -0.798 -0.580 0.03
H 2.246 -0.458 1.642 0.00
C -1.713 2.283 3.246 0.00
H -1.447 -1.657 2.427 0.01
C -1.563 0.197 -2.635 0.00
Pd -0.213 0.007 -0.060 1.12
C -0.194 -2.362 -0.606 0.05
H -2.572 2.882 2.959 0.00
H -3.908 -0.897 -1.600 0.00
C 0.959 1.969 -4.555 0.00
C -2.046 -1.307 0.295 0.07
H 0.048 0.353 -5.656 0.00
C -3.422 -1.541 -2.339 0.00
H 1.715 -0.176 -2.698 0.01
O -3.268 0.429 -4.333 0.00
H -0.924 2.936 3.629 0.00
H -1.988 1.604 4.058 0.00
C -0.350 2.581 -4.087 0.00
C 3.385 2.043 -4.578 0.00
C -2.191 0.807 -3.876 0.00
N -1.527 1.824 -4.520 0.00
H 0.789 -2.729 1.386 0.00
H -0.158 -1.911 -3.505 0.00
C -1.382 -1.642 -0.957 0.05
C 1.620 1.266 0.346 0.05
H 4.312 2.540 -4.281 0.00
C 1.711 0.063 -1.636 0.14
C -1.206 -1.731 1.372 0.12
C 2.013 -0.081 0.652 0.10
H 0.466 -2.840 -1.327 0.00
H -2.068 2.234 -5.276 0.00
C 2.159 2.622 -4.241 0.00
```

Entry 4:
DFT (ωB97M-V with the def2-TZVPD basis set) results for a molecular structure, C24H29AuGe2N5O5.

Values from the calculation:
Expectation value of S²: 2.029
Multiplicity: 3
DFT total energy in eV: -159759.7364
F_max in eV Å⁻¹: 0.74
Total charge: +1
Energy above the lowest of the compared OMol25 structures with the same formula, charge and spin in kJ/mol: 0.0

Geometry as XYZ:
```
66
Properties=species:S:1:pos:R:3:lowdin_spin:R:1
O 4.151 -0.836 -4.218 0.00
H -0.454 2.081 -0.721 0.00
N -7.453 1.998 -2.319 -0.02
Ge -1.159 -1.980 -0.015 0.24
C 0.362 0.692 3.143 0.00
H -0.051 -3.914 -1.216 0.00
H -0.113 4.468 -0.063 0.00
H -2.683 -3.921 0.343 0.00
H -3.597 -1.390 1.870 0.00
C 3.985 1.636 1.513 0.00
C 0.191 -3.368 -0.302 0.04
H 3.751 -1.106 -3.363 0.00
H -0.098 3.481 1.393 0.00
C 0.431 3.680 0.460 0.00
C 3.290 0.797 0.436 0.00
H 0.383 -3.726 1.846 0.00
C -5.044 1.077 -2.402 0.04
H 1.842 3.397 4.594 0.00
C -4.363 0.593 -1.220 0.11
H -3.582 -2.609 -0.395 0.00
C -0.619 -0.949 1.551 0.03
C 1.248 2.495 4.518 0.00
H 5.066 1.560 1.395 0.00
H -0.847 -0.729 4.229 0.00
C -0.261 0.180 4.284 0.00
H 1.605 2.299 2.433 0.00
O 0.940 -0.335 -1.022 0.04
C -6.384 1.587 -2.386 0.00
C -0.131 0.808 5.510 0.00
C 1.835 -0.212 -4.598 0.00
H 3.572 1.145 -0.560 0.00
C 0.206 -4.285 0.924 0.02
C 1.114 1.855 3.293 0.00
C 1.171 -0.386 -3.367 0.00
C 3.265 -0.309 -5.048 0.00
H -4.458 -2.926 1.893 0.00
H 0.926 0.403 -6.528 0.00
N -0.304 0.178 -4.801 0.01
H -1.226 0.394 -5.144 0.00
N -0.132 -0.142 -3.512 0.07
C 0.226 0.057 1.798 0.02
O 2.832 -1.169 -1.879 0.00
Au -1.680 -0.380 -1.966 0.33
O 3.554 0.087 -6.142 0.00
H 3.740 1.292 2.517 0.00
H -0.724 -4.843 1.036 0.00
O -3.243 0.666 -3.696 0.52
H 1.151 -2.873 -0.443 0.00
N -4.369 1.052 -3.500 0.39
H 1.416 4.079 0.711 0.00
H -2.852 -2.821 2.590 0.00
N -3.483 0.151 -0.615 0.05
H -0.619 0.387 6.380 0.00
H 3.574 -0.252 0.503 0.00
Ge 1.351 0.856 0.414 0.00
C -3.475 -2.469 1.765 0.01
C 0.538 2.424 -0.410 0.00
H 0.715 2.463 6.593 0.00
H 1.012 -5.014 0.829 0.00
C 0.847 0.159 -5.480 0.00
H -1.200 -1.293 2.407 0.00
H 3.726 2.695 1.443 0.00
C 0.621 1.970 5.634 0.00
C 1.732 -0.678 -2.006 0.00
H 1.113 2.624 -1.318 0.00
C -2.881 -2.850 0.406 0.06
```

Computed values of molar mass (unit: g/mol) for the preceding records, in sequence: 436.5, 809.6, 484.9, 809.7.